Entry 1:
Below is a structure of composition C8H21N4O2Sc, with properties calculated with ωB97M-V/def2-TZVPD.

Last column: Mulliken charge in e.
Element x y z (Å)
Sc: 0.175 -0.715 0.713  1.2173
N: -3.625 -1.074 -0.764  -0.3152
C: -2.574 -1.091 0.017  0.7332
O: -1.474 -0.599 -0.431  -0.6169
C: -2.603 -1.660 1.413  -0.5089
C: -1.209 -1.679 2.045  -1.1722
H: -3.573 -0.651 -1.679  0.2829
H: -4.508 -1.448 -0.449  0.2410
H: -3.081 -2.643 1.363  0.4111
H: -3.311 -1.048 1.982  0.4212
H: -0.863 -2.702 2.230  0.2995
H: -1.205 -1.181 3.022  0.4890
N: 0.868 1.474 0.653  -0.7246
H: 0.130 2.157 0.825  0.3048
H: 1.200 1.663 -0.293  0.3256
H: 1.633 1.738 1.273  0.3115
C: 4.262 -1.553 0.301  -1.0586
N: 3.618 -2.737 -0.256  0.0789
C: 4.382 -3.990 -0.153  -1.1302
C: 2.337 -2.710 -0.605  0.7619
O: 1.592 -1.732 -0.167  -0.7155
N: 1.773 -3.644 -1.370  0.0953
C: 0.322 -3.762 -1.417  -1.1082
C: 2.521 -4.367 -2.409  -1.1465
H: 5.321 -1.598 0.057  0.3989
H: 4.156 -1.519 1.387  0.3209
H: 3.851 -0.653 -0.148  0.3385
H: 4.888 -3.984 0.811  0.4266
H: 5.124 -4.075 -0.945  0.3454
H: 3.703 -4.836 -0.185  0.4005
H: -0.099 -3.647 -0.419  0.3822
H: 0.076 -4.766 -1.758  0.4188
H: -0.116 -3.039 -2.108  0.3084
H: 3.487 -3.896 -2.556  0.3929
H: 1.954 -4.290 -3.336  0.4436
H: 2.653 -5.418 -2.156  0.3468

**Spin multiplicity**: 1
**Highest occupied orbital energy**: -15.68 eV
**E_LUMO**: -6.29 eV
**Frontier orbital gap**: 9.38 eV
**Net charge**: +2

Entry 2:
Below is a structure of composition C8H21NOP2RuS, with properties calculated with ωB97M-V/def2-TZVPD.

Last column: Löwdin spin population.
Element x y z (Å)
Ru: 0.632 0.279 0.384  2.3981
H: -0.094 -3.240 1.408  0.4302
H: -2.378 1.422 4.235  0.0020
P: -0.013 -1.970 0.188  0.3379
P: 0.121 2.099 -0.660  0.2472
C: 1.482 3.237 -0.347  0.0682
H: 1.173 4.232 -0.674  0.0122
H: 1.703 3.220 0.727  0.0088
H: 2.368 2.901 -0.899  0.0009
C: -0.304 2.204 -2.393  0.0231
H: -1.349 1.892 -2.511  0.0005
H: -0.150 3.239 -2.723  0.0038
H: 0.353 1.513 -2.935  0.0045
C: -1.315 2.666 0.302  0.1030
H: -1.227 2.398 1.368  0.0142
H: -1.444 3.746 0.184  0.0181
H: -2.168 2.113 -0.109  0.0048
C: -0.203 -1.868 -1.762  0.1789
H: 0.098 -2.826 -2.196  0.0104
H: -1.246 -1.649 -2.006  0.0068
H: 0.430 -1.066 -2.169  0.0243
C: 1.350 -3.272 -0.005  0.1450
H: 1.779 -3.475 0.986  0.0129
H: 0.863 -4.160 -0.427  0.0051
H: 2.131 -2.905 -0.678  0.0166
C: -1.732 -2.819 0.169  0.1730
H: -2.327 -2.446 -0.671  0.0133
H: -1.504 -3.882 0.007  0.0146
H: -2.247 -2.669 1.123  0.0050
C: 2.402 0.207 0.814  0.2665
O: 3.550 0.031 1.025  0.1979
H: 0.983 -0.103 -1.133  0.0930
S: -2.068 0.533 3.236  0.0251
C: -0.406 0.307 3.326  0.0638
N: 0.759 0.111 3.370  0.0701

**Expectation value of S²**: 8.770
**Spin multiplicity**: 6
**Highest occupied orbital energy (alpha / beta)**: -9.30 / -13.16 eV
**E_LUMO (alpha / beta)**: -2.57 / -5.96 eV
**Frontier orbital gap (alpha / beta)**: 6.73 / 7.21 eV
**Net charge**: +1

Entry 3:
Below is a cluster of 3 separate species, C8H22BO6S in total, with properties calculated with ωB97M-V/def2-TZVPD.

Last column: Mulliken charge in e.
Element x y z (Å)
C: 1.834 2.601 -4.130  -0.9907
C: 2.016 3.116 -2.607  -0.3833
B: 3.183 2.253 -1.901  0.3845
O: 4.303 1.666 -2.545  -0.5199
S: 3.063 2.004 -0.025  0.8410
O: 4.449 2.230 0.550  -0.6790
O: 2.043 2.977 0.516  -0.6826
O: 2.633 0.448 0.177  -0.6591
H: 0.802 2.780 -4.549  0.2930
H: 2.038 1.476 -4.096  0.2861
H: 2.662 3.074 -4.759  0.2308
H: 2.213 4.229 -2.532  0.3068
H: 1.002 2.946 -2.106  0.2431
H: 4.376 1.935 -3.477  0.2921
C: 1.565 -2.756 2.814  -1.2820
C: 0.316 -2.792 1.948  0.4082
C: 0.668 -2.728 0.472  -0.9563
O: -0.527 -1.690 2.283  -0.5658
H: 2.122 -1.827 2.656  0.2944
H: 1.299 -2.791 3.874  0.3186
H: 2.224 -3.599 2.591  0.3881
H: -0.248 -3.706 2.153  0.2410
H: 1.194 -1.796 0.237  0.1427
H: -0.238 -2.742 -0.141  0.2744
H: 1.301 -3.569 0.178  0.4019
H: -0.035 -0.875 2.103  0.3598
C: -4.293 0.401 1.918  -1.1898
C: -3.804 0.184 0.495  0.3774
C: -4.027 -1.252 0.046  -1.1714
O: -2.418 0.495 0.417  -0.4668
H: -3.749 -0.240 2.619  0.2652
H: -4.116 1.433 2.231  0.3094
H: -5.361 0.187 2.007  0.3707
H: -4.327 0.866 -0.182  0.2885
H: -3.474 -1.949 0.683  0.2561
H: -3.661 -1.397 -0.974  0.3019
H: -5.088 -1.517 0.078  0.3807
H: -1.948 -0.104 1.012  0.2903

**Spin multiplicity**: 1
**Highest occupied orbital energy**: -4.78 eV
**E_LUMO**: 2.92 eV
**Frontier orbital gap**: 7.71 eV
**Net charge**: -1

Entry 4:
Below is a structure of composition C8H22BrLiO6, with properties calculated with ωB97M-V/def2-TZVPD.

Last column: Mulliken charge in e.
Element x y z (Å)
Li: -1.297 -1.383 -0.611  0.6075
Br: -3.783 -1.824 -0.569  -0.9188
C: -1.163 -0.738 2.852  -0.4202
C: -0.383 -2.026 2.559  -0.5676
O: -0.325 -2.361 1.276  -0.6804
H: -0.630 0.129 2.443  -0.1746
H: -1.387 -0.591 3.921  0.5265
H: -2.128 -0.756 2.327  0.0941
H: -0.772 -2.852 3.219  0.2996
H: 0.664 -1.870 2.996  0.0702
C: 0.884 -0.505 -3.116  -0.6644
C: -0.199 -1.593 -3.066  -0.3258
O: -0.153 -2.336 -1.925  -0.9009
H: 0.974 -0.033 -4.113  0.4385
H: 1.884 -0.935 -2.943  0.1678
H: 0.825 0.249 -2.316  0.0404
H: 0.086 -2.283 -3.906  0.2733
H: -1.187 -1.139 -3.301  0.1480
C: -2.068 2.760 -0.770  -0.5712
C: -2.220 1.439 -0.083  -0.2131
O: -1.041 0.683 -0.101  -0.2037
O: -1.436 3.750 0.045  -0.5791
H: -3.053 3.112 -1.111  0.3759
H: -1.543 2.645 -1.728  0.2369
H: -3.052 0.864 -0.493  0.2988
H: -2.537 1.640 0.953  0.2593
H: -0.398 0.981 0.555  0.0554
H: -0.528 3.831 -0.253  0.3316
C: 3.166 -0.103 0.071  -0.7575
C: 1.863 -0.216 0.804  0.2474
O: 1.394 1.093 1.231  -0.6310
O: 4.291 0.107 0.944  -0.5862
H: 3.131 0.712 -0.663  0.3341
H: 3.357 -1.012 -0.498  0.2929
H: 1.978 -0.900 1.645  0.1332
H: 1.129 -0.652 0.140  0.3849
H: 1.571 1.190 2.169  0.2821
H: 4.085 0.918 1.421  0.2959

**Spin multiplicity**: 1
**Highest occupied orbital energy**: -0.28 eV
**E_LUMO**: 4.61 eV
**Frontier orbital gap**: 4.89 eV
**Net charge**: -2

Entry 5:
Below is a structure of composition C8H22GaN2O2, with properties calculated with ωB97M-V/def2-TZVPD.

Last column: Mulliken charge in e.
Element x y z (Å)
N: 0.978 2.747 -4.548  -0.8179
C: 1.869 2.985 -3.663  -0.0309
C: 1.874 2.617 -2.234  -0.1001
Ga: 2.297 4.189 -0.946  0.1526
H: 0.223 2.221 -4.101  0.2815
H: 2.726 3.568 -4.003  0.3613
H: 2.673 1.887 -2.082  0.2749
H: 0.921 2.170 -1.950  -0.3282
H: 3.431 3.646 0.080  -0.2363
H: 0.984 4.563 -0.082  -0.2534
H: 2.786 5.468 -1.789  -0.2761
C: -1.381 -2.391 3.832  -0.7373
O: -0.401 -2.726 2.874  -0.3529
C: -0.864 -3.572 1.831  -0.7895
C: -0.848 -2.854 0.500  -0.2110
N: -1.851 -1.802 0.461  -0.3204
C: -1.813 -0.973 -0.743  -1.0823
C: -0.579 -0.110 -0.972  -0.1153
O: -0.427 0.920 -0.024  -0.3826
C: 0.334 0.604 1.122  -0.6898
H: -0.888 -1.810 4.609  0.2477
H: -2.188 -1.788 3.402  0.3063
H: -1.815 -3.288 4.287  0.3480
H: -1.872 -3.935 2.053  0.4116
H: -0.194 -4.436 1.780  0.3818
H: -1.071 -3.579 -0.289  0.3539
H: 0.172 -2.481 0.332  0.2017
H: -1.729 -1.203 1.268  0.1487
H: -2.679 -0.309 -0.711  0.4261
H: -1.946 -1.627 -1.611  0.4135
H: -0.699 0.384 -1.940  0.2296
H: 0.340 -0.706 -1.036  0.3424
H: 1.103 -0.143 0.901  0.2687
H: -0.292 0.240 1.946  0.2630
H: 0.825 1.521 1.446  0.3105

**Spin multiplicity**: 1
**Highest occupied orbital energy**: -4.67 eV
**E_LUMO**: 2.64 eV
**Frontier orbital gap**: 7.31 eV
**Net charge**: -1

Entry 6:
Below is the ion C8H22P3 with charge +1, with properties calculated with ωB97M-V/def2-TZVPD.

Last column: Mulliken charge in e.
Element x y z (Å)
C: 2.779 -2.058 -1.601  -1.3807
C: -3.449 -1.737 -0.205  -1.1122
C: 1.782 1.385 2.311  -1.1357
C: -2.309 0.478 1.712  -1.0860
C: 2.256 -1.053 -0.561  -0.2867
C: -2.353 -0.778 -0.642  -0.8423
C: 1.385 1.947 0.994  -0.4870
C: 1.101 -0.148 -1.341  -1.0123
P: -0.947 2.205 -1.636  -0.0647
P: -1.185 -0.690 0.841  0.0851
P: 0.068 0.763 -0.258  0.4949
H: 2.946 -1.544 -2.592  0.2988
H: 2.068 -2.799 -1.768  0.4048
H: 3.634 -2.707 -1.370  0.3800
H: -3.847 -1.994 -1.139  0.3971
H: -2.987 -2.551 0.327  0.3891
H: -4.022 -1.132 0.485  0.3112
H: 1.905 2.045 3.099  0.3965
H: 1.034 0.627 2.580  0.2626
H: 2.638 0.758 2.254  0.3097
H: -3.279 0.379 1.183  0.3786
H: -1.962 1.502 1.706  0.3302
H: -2.446 0.090 2.696  0.3709
H: 1.813 -1.516 0.381  0.3500
H: 3.099 -0.478 -0.230  0.2857
H: -2.776 0.223 -0.805  0.4626
H: -1.650 -0.929 -1.456  0.4762
H: 2.325 2.091 0.394  0.4057
H: 0.762 2.755 1.246  0.5197
H: 0.487 -0.965 -1.769  0.2711
H: 1.692 0.329 -2.074  0.6124
H: 0.272 2.402 -2.183  0.1068
H: -0.834 3.100 -0.579  0.1080

**Spin multiplicity**: 1
**Highest occupied orbital energy**: -13.43 eV
**E_LUMO**: -3.34 eV
**Frontier orbital gap**: 10.09 eV
**Net charge**: +1

Entry 7:
Below is a structure of composition C8H23ClI2NO2P2Pm, with properties calculated with ωB97M-V/def2-TZVPD.

Last column: Löwdin spin population.
Element x y z (Å)
I: 5.176 0.179 -1.863  0.0001
I: 3.922 -2.198 -1.421  -0.0019
Pm: 0.598 -0.010 -0.081  4.0452
P: 1.528 -0.061 2.502  -0.0077
C: 0.942 -1.669 3.122  -0.0002
C: 3.348 -0.039 2.417  -0.0009
H: 3.765 -0.142 3.433  -0.0003
H: 1.298 1.173 4.597  -0.0002
H: 3.672 0.901 1.955  0.0001
H: 1.164 2.234 3.130  0.0000
H: 1.271 -2.479 2.467  0.0001
H: 3.733 -0.810 1.735  0.0001
C: 0.898 1.264 3.570  -0.0003
H: 1.318 -1.841 4.134  -0.0001
H: -0.201 1.250 3.580  0.0001
H: -0.149 -1.737 3.130  0.0001
P: -0.095 1.208 -2.469  -0.0093
C: -1.147 -0.012 -3.322  -0.0030
C: -1.016 2.774 -2.349  -0.0005
H: 2.096 2.133 -2.905  0.0000
H: 1.198 1.865 -4.453  -0.0002
H: 2.022 0.539 -3.524  0.0000
C: 1.427 1.458 -3.450  -0.0002
H: -0.424 3.488 -1.761  0.0000
H: -1.264 3.199 -3.341  -0.0002
H: -1.424 0.321 -4.326  -0.0007
H: -2.065 -0.221 -2.772  0.0000
H: -1.936 2.627 -1.767  0.0000
H: -0.640 -0.976 -3.402  0.0000
Cl: 1.706 2.474 0.152  -0.0101
N: -3.749 -2.134 -0.378  0.0000
C: -3.248 -1.780 1.071  -0.0002
C: -2.040 -0.905 0.737  -0.0002
O: -1.699 0.230 1.164  -0.0045
O: -1.352 -1.532 -0.202  -0.0051
H: -4.096 -1.269 -0.868  0.0000
H: -4.564 -2.780 -0.409  0.0000
H: -3.008 -2.538 -0.996  0.0000
H: -4.099 -1.436 1.707  0.0000
H: -2.865 -2.744 1.454  0.0000

**Expectation value of S²**: 6.007
**Spin multiplicity**: 5
**Highest occupied orbital energy (alpha / beta)**: -14.20 / -14.26 eV
**E_LUMO (alpha / beta)**: -7.06 / -7.06 eV
**Frontier orbital gap (alpha / beta)**: 7.14 / 7.20 eV
**Net charge**: +2

E_tot readings, ordered: -1447.2532 -1622.6224 -1192.5739 -3351.0021 -2502.7043 -1341.7379 -2870.0897 Eh